Density functional theory data (ωB97M-V/def2-TZVPD) for C25H26I2NOPW as an isolated structure.

Structure (XYZ):
```
57
Properties=species:S:1:pos:R:3:lowdin_charge:R:1
W 0.93158 1.32753 -0.00826 0.999
I -0.50352 2.72148 -2.02859 1.234
C 1.39571 3.26781 -2.85181 -0.909
I 2.81629 1.85729 -2.12638 1.121
H 1.68580 4.26422 -2.53590 0.015
H 1.34492 3.14407 -3.93018 0.015
C 3.01464 1.24251 1.69401 -0.030
C 2.25441 2.44812 2.27494 -0.346
C 2.05097 3.53981 1.22568 -0.060
C 0.88608 2.04217 2.83465 -0.222
C 0.88140 1.31447 4.17239 0.032
O 0.25679 0.03401 3.85265 0.114
C -0.03642 -0.09343 2.60949 -0.224
N 0.28558 1.04286 1.86514 -0.083
C -0.63361 -1.31975 2.19653 -0.122
C -1.04109 -2.19901 3.22036 0.077
C -1.67326 -3.39132 2.90877 0.033
C -1.90174 -3.71487 1.58182 0.051
C -1.48447 -2.85760 0.55168 -0.024
C -0.85144 -1.66985 0.84514 -0.269
P -0.44776 -0.64046 -0.57176 0.943
C -2.02135 -0.07357 -1.21113 -0.462
C -2.63395 -0.68846 -2.29830 -0.057
C -3.89592 -0.25224 -2.69861 0.001
C -4.53784 0.77910 -2.02627 0.006
C -3.93089 1.38643 -0.92598 -0.035
C -2.67930 0.95537 -0.51256 -0.214
C 0.53560 -1.52803 -1.73790 -0.393
C 1.29266 -2.64146 -1.32773 -0.057
C 2.02261 -3.34800 -2.26667 -0.010
C 2.02347 -2.94138 -3.59817 0.020
C 1.28984 -1.82322 -4.00471 -0.020
C 0.55529 -1.10678 -3.08204 -0.130
H 3.94408 1.54199 1.21313 0.119
H 2.47508 0.59148 0.90855 0.017
H 3.21892 0.46205 2.43016 0.133
H 2.87295 2.85780 3.07784 0.182
H 1.22378 3.28765 0.50511 -0.006
H 2.95403 3.75985 0.66039 0.103
H 1.66398 4.46286 1.66021 0.135
H 0.23842 2.91746 2.88237 0.171
H 0.26805 1.79308 4.93010 0.166
H 1.86543 1.09420 4.58120 0.161
H -0.87622 -1.94099 4.25678 0.149
H -1.98924 -4.05806 3.70006 0.148
H -2.40759 -4.63906 1.32908 0.148
H -1.66973 -3.14784 -0.47644 0.135
H -2.14949 -1.49091 -2.84091 0.121
H -4.37932 -0.72747 -3.54266 0.139
H -5.52190 1.09995 -2.34238 0.140
H -4.44727 2.16928 -0.38525 0.134
H -2.26625 1.36617 0.40765 0.089
H 1.29794 -2.96471 -0.29427 0.117
H 2.58326 -4.22392 -1.96841 0.137
H 2.59855 -3.49792 -4.32714 0.141
H 1.28501 -1.53395 -5.04755 0.135
H -0.03355 -0.25682 -3.40794 0.091
```

The spin multiplicity is 3. The calculation puts the orbital gap (alpha / beta) at 4.86 / 5.52 eV. The energy comes out at -57155.105 eV. Its expectation value of S² is 2.038. The calculation puts the lowest unoccupied orbital energy (alpha / beta) at -15.55 / -14.86 eV. As for the net charge: +4.



Density functional theory data (ωB97M-V/def2-TZVPD) for C25H26IrN3O8SSe as an isolated structure.

Structure (XYZ):
```
65
Properties=species:S:1:pos:R:3:lowdin_charge:R:1
Ir -0.85514 1.29896 0.12840 1.313
O 1.13546 -2.73716 5.67083 -0.045
C 1.50414 -3.13294 4.36810 -0.201
C 0.91146 -2.16799 3.37820 -0.158
C 1.17638 -2.30745 2.01904 0.006
C 0.61500 -1.40975 1.13817 -0.108
N -0.17272 -0.41017 1.53405 -0.021
C -0.43823 -0.26812 2.83302 -0.176
C 0.08714 -1.13267 3.78397 0.071
C -1.35740 0.85252 3.18114 -0.178
C -1.76158 1.11366 4.47696 0.061
C -2.66217 2.14194 4.71772 -0.160
C -3.14291 2.42478 6.12134 -0.199
O -2.20047 2.06873 7.11050 -0.042
C -3.12653 2.87444 3.63667 0.016
C -2.67421 2.56619 2.36813 -0.081
N -1.80519 1.57632 2.14572 -0.010
H 1.42810 -3.39983 6.30262 0.103
H 1.14179 -4.13931 4.13331 0.138
H 2.59242 -3.13753 4.24463 0.135
H 1.80750 -3.10476 1.64729 0.127
H 0.79405 -1.48176 0.07188 0.107
H -0.13183 -1.01853 4.83369 0.117
H -1.39287 0.53583 5.31151 0.122
H -4.02693 1.81322 6.31147 0.140
H -3.45215 3.46988 6.20425 0.130
H -1.50345 2.73232 7.13518 0.102
H -3.82984 3.68631 3.77000 0.127
H -2.99951 3.11755 1.49590 0.101
O -3.02575 -0.06521 -1.77060 0.037
Se -1.78838 2.81224 -2.26855 1.075
O -1.57064 4.28539 -2.92557 -0.441
O -2.33449 2.84551 -0.68212 -0.610
O -0.35057 1.96776 -2.02788 -0.621
C 2.52295 3.37113 -1.23361 -0.004
N 3.18859 2.51795 -0.25269 -0.163
C 4.64080 2.39179 -0.32200 -0.029
C 2.50439 1.89667 0.69346 -0.295
O 1.27555 1.95374 0.84926 -0.127
H 3.07517 3.31776 -2.16984 0.101
H 2.50708 4.40523 -0.88677 0.109
H 1.50656 3.03127 -1.40264 0.049
H 5.06374 3.34061 -0.64582 0.097
H 4.93345 1.61700 -1.03060 0.097
H 5.04282 2.15741 0.66116 0.090
H 3.12604 1.32307 1.39246 0.148
C 1.82025 -2.39737 -7.23905 -0.051
C 1.30695 -3.79098 -6.98243 -0.705
O 1.98402 -4.76865 -6.94185 0.067
S -0.53264 -3.95500 -6.92297 1.027
C -0.88251 -3.03023 -5.46987 -0.529
C -2.12440 -2.39089 -5.39145 -0.078
C -2.48480 -1.69758 -4.25556 0.012
C -1.60203 -1.62499 -3.17323 -0.174
C -0.36496 -2.27332 -3.24302 0.003
C -0.01339 -2.97553 -4.37439 -0.070
C -1.96411 -0.89798 -2.01356 -0.193
C -1.91284 -0.22619 -0.84140 -0.097
H 2.89308 -2.36021 -7.06806 0.090
H 1.29798 -1.66666 -6.62521 0.075
H 1.61006 -2.15630 -8.28292 0.096
H -2.80260 -2.43764 -6.23324 0.113
H -3.44636 -1.20389 -4.19707 0.131
H 0.31221 -2.23217 -2.39946 0.116
H 0.92845 -3.50843 -4.39661 0.118
```

The spin multiplicity is 6. The calculation puts the orbital gap (alpha / beta) at 6.62 / 6.19 eV. The energy comes out at -126203.424 eV. Its expectation value of S² is 8.789. The calculation puts the lowest unoccupied orbital energy (alpha / beta) at -3.03 / -4.99 eV. As for the net charge: +1.



Density functional theory data (ωB97M-V/def2-TZVPD) for C25H26MgN7O6S2 as an isolated structure in a non-equilibrium geometry.

Structure (XYZ):
```
67
Properties=species:S:1:pos:R:3:lowdin_charge:R:1
Mg -0.84213 -0.57678 -0.13072 0.646
O -0.77146 -3.87606 3.49102 0.132
C -0.95345 -3.27165 2.34166 -0.435
O -0.34673 -3.53463 1.28665 0.091
C -2.07250 -2.24135 2.47801 -0.120
C -2.87161 -2.38178 3.63336 0.050
C -3.83408 -1.38718 3.89624 0.011
C -3.94303 -0.31930 2.98188 0.050
C -3.00188 -0.23247 1.91342 -0.163
N -2.16608 -1.23020 1.58765 0.155
C -2.93902 1.02379 1.11142 -0.380
O -3.66027 2.11045 1.37997 0.143
O -2.32198 0.99300 0.02063 0.019
H 0.06908 -4.36729 3.50231 0.166
H -2.71093 -3.29645 4.25300 0.145
H -4.43525 -1.45021 4.82393 0.133
H -4.71408 0.45002 3.08400 0.129
H -3.36521 2.56917 2.21970 0.185
N 6.24795 3.30730 3.46512 0.084
C 5.05269 2.61306 3.14851 -0.284
C 4.65953 1.53313 3.99290 -0.027
C 3.48813 0.86994 3.73734 -0.067
C 2.69449 1.22004 2.64161 -0.295
C 2.97590 2.33340 1.87417 -0.053
C 4.18040 3.05782 2.10010 -0.006
S 1.22353 0.24654 2.37794 0.600
O 1.32045 -0.84170 3.31945 -0.316
O 0.13663 1.17277 2.52480 -0.334
N 0.99033 -0.25556 0.84348 -0.162
C 1.87614 -1.00897 0.10705 -0.451
N 1.25134 -1.54705 -1.01094 0.065
C 2.03153 -2.19502 -1.89562 -0.122
C 3.32508 -2.57704 -1.53985 -0.071
C 3.88261 -2.05455 -0.38296 -0.101
N 3.13476 -1.28804 0.42699 0.139
H 6.94356 2.70785 3.89733 0.091
H 6.52933 3.74502 2.59167 0.088
H 5.25021 1.34068 4.88085 0.113
H 3.16509 0.07050 4.40526 0.114
H 2.30913 2.75433 1.14973 0.109
H 4.42899 3.93998 1.55331 0.095
H 1.57005 -2.48520 -2.86610 0.118
H 3.94982 -3.26626 -2.18509 0.120
H 4.86282 -2.27031 -0.02129 0.106
C -1.02766 3.31817 -4.08946 -0.015
C -1.22316 1.78087 -4.16841 -0.569
C -0.33039 1.04563 -5.17079 -0.031
C -2.74177 1.47154 -4.33939 -0.017
C -0.77681 1.27687 -2.89406 -0.131
N -0.51831 0.88931 -1.83339 0.209
H -1.52131 3.76276 -4.95289 0.095
H 0.05313 3.46673 -4.11335 0.093
H -1.45804 3.70118 -3.18479 0.085
H -0.71005 1.10316 -6.20126 0.099
H -0.25585 -0.00531 -4.89576 0.080
H 0.74114 1.36744 -5.07366 0.110
H -3.11453 1.84661 -5.32292 0.108
H -3.31499 2.00589 -3.58267 0.093
H -2.83994 0.40853 -4.30661 0.060
S -3.03074 -3.55495 -3.23664 1.067
C -3.97226 -2.16620 -2.86835 -0.379
C -3.30979 -1.33156 -2.01564 -0.234
N -2.06302 -1.77409 -1.59339 -0.058
C -1.79113 -2.92516 -2.20580 -0.425
H -4.87502 -1.90209 -3.34106 0.064
H -3.59956 -0.36125 -1.64538 0.104
H -0.91982 -3.52785 -1.97426 0.081
```

The spin multiplicity is 1. The calculation puts the orbital gap at 6.01 eV. The energy comes out at -76175.930 eV. The calculation puts the lowest unoccupied orbital energy at -3.82 eV. As for the net charge: +1.



Question: Which formula does entry 1 have?
Answer: C25H26I2NOPW